No. 1
{"formula": "C3H4Cl2N4O4", "method": "ωB97M-V/def2-TZVPD", "elements": ["C", "C", "C", "N", "N", "N", "N", "O", "O", "O", "O", "Cl", "Cl", "H", "H", "H", "H"], "positions_angstrom": [[-1.00153, 0.63327, -0.05825], [-1.39584, -1.53022, -1.07889], [1.09259, 0.24912, -0.09835], [-1.71741, -0.20152, -0.60097], [-1.13125, 1.89459, 0.30278], [1.57861, 0.97595, 1.08417], [1.42182, -1.24918, 0.22393], [2.47823, 1.72413, 0.97225], [0.98034, 0.78562, 2.13459], [1.55751, -1.46477, 1.35281], [1.63365, -2.07231, -0.64967], [1.64796, 0.88700, -1.64565], [-2.83600, 2.36406, 0.54948], [-0.73394, -1.32465, -1.88880], [-2.30902, -2.07378, -1.24217], [-0.73009, -2.01014, -0.26300], [-0.53564, 2.41282, 0.90574]], "forces_ev_per_a": [[1.74, -2.93, -1.63], [1.65, 0.46, 2.66], [-2.61, -0.07, -0.79], [0.10, 1.29, 1.29], [-2.38, 1.35, -0.08], [-1.43, -0.64, 1.36], [1.00, 0.56, -3.39], [2.32, 1.77, -0.70], [-0.44, 0.20, -0.46], [0.09, -1.12, 3.92], [-0.55, 1.04, -0.78], [-0.10, -0.84, 1.13], [1.49, -0.18, -0.13], [0.11, -0.73, -1.20], [0.03, -0.29, -0.41], [-1.54, 0.23, -1.41], [0.53, -0.10, 0.59]], "total_energy_ha": -1556.72924, "multiplicity": 1, "relative_energy_kcal_mol": 32.1}


No. 2
{"formula": "C3H4Cl2NO2S", "method": "ωB97M-V/def2-TZVPD", "elements": ["C", "C", "C", "N", "O", "O", "S", "Cl", "Cl", "H", "H", "H", "H"], "positions_angstrom": [[0.23081, 0.41139, 1.19157], [2.47444, -0.60408, -0.08449], [0.95669, -0.35525, -0.06904], [-2.84195, 0.73517, -0.81816], [-0.97291, 0.32018, 1.00903], [0.92572, 1.00080, 2.02401], [1.95627, 0.60792, -1.17312], [-2.95540, -0.82803, -1.47072], [-4.27235, 1.00259, 0.14191], [3.26614, -0.28761, 0.55843], [2.91665, -1.50685, -0.64872], [0.31221, -1.07018, -0.61545], [-1.99633, 0.57396, -0.04524]], "forces_ev_per_a": [[3.41, -0.20, -1.75], [1.03, -3.07, -1.21], [0.80, -0.12, 1.62], [1.58, 0.35, 1.59], [-2.95, 0.18, 0.71], [-0.54, -0.63, -0.35], [-0.63, 2.30, -1.96], [-0.01, -1.10, -0.70], [-0.11, 0.22, 0.22], [-0.50, 0.36, 1.38], [-1.22, 0.93, 0.93], [0.52, 0.30, 0.62], [-1.38, 0.47, -1.10]], "total_charge": -1, "total_energy_ha": -1640.49460, "multiplicity": 1, "relative_energy_kcal_mol": 46.5}


No. 3
{"formula": "C3H4Cl2O", "method": "ωB97M-V/def2-TZVPD", "elements": ["C", "C", "C", "H", "H", "H", "H", "O", "Cl", "Cl"], "positions_angstrom": [[1.03764, 0.22316, 0.80112], [0.35819, -0.11275, -0.56249], [-1.13656, -0.27521, -0.62171], [0.65723, -0.53923, 1.40342], [2.25162, 0.41240, 0.74815], [-1.47450, 0.73518, -0.57161], [-1.40902, -0.58948, -1.68200], [1.05746, -0.23010, -1.59815], [0.43434, 1.73992, 1.41550], [-1.77639, -1.36391, 0.66778]], "forces_ev_per_a": [[2.60, 1.08, -2.34], [3.55, -0.26, -2.52], [0.29, -0.73, -1.61], [0.24, -1.24, 1.59], [-3.36, -1.30, -0.14], [-0.93, 0.67, 0.74], [0.33, -0.18, 1.62], [-2.24, 0.36, 2.99], [-0.64, 0.89, 0.38], [0.15, 0.71, -0.73]], "smiles": "O=C(CCl)CCl", "total_energy_ha": -1112.30177, "multiplicity": 1, "relative_energy_kcal_mol": 23.1}


No. 4
{"formula": "C3H4Cl2Si", "method": "ωB97M-V/def2-TZVPD", "elements": ["C", "C", "C", "Si", "Cl", "Cl", "H", "H", "H", "H"], "positions_angstrom": [[2.70608, 0.97246, -0.02832], [1.71322, 0.36480, 0.05898], [-1.56135, 0.12748, -0.42144], [-0.14017, -0.85652, 0.44558], [-1.91902, 1.81917, 0.13923], [-2.80075, -1.05806, 0.03242], [3.57863, 1.52634, -0.27630], [-1.36110, 0.17281, -1.58415], [-0.42603, -0.77073, 1.79626], [0.21049, -2.29775, -0.16225]], "forces_ev_per_a": [[3.68, 2.33, -0.84], [-6.91, -4.37, 1.30], [0.44, -2.64, -3.11], [4.11, 0.21, -3.44], [-0.40, 3.91, 1.16], [-0.24, -0.71, -0.09], [0.10, 0.03, 0.23], [-0.09, -0.37, 2.10], [-0.31, 0.00, 1.82], [-0.37, 1.60, 0.88]], "s2": 2.006, "total_energy_ha": -1326.25533, "multiplicity": 3, "relative_energy_kcal_mol": 123.8}


No. 5
{"formula": "C3H4Cl3NO3", "method": "ωB97M-V/def2-TZVPD", "elements": ["C", "C", "C", "N", "O", "O", "O", "Cl", "Cl", "Cl", "H", "H", "H", "H"], "positions_angstrom": [[0.06061, -0.22649, 1.30071], [0.22222, 0.59060, 0.03300], [0.31867, -0.37330, -1.12817], [-0.72106, -1.25694, -1.53833], [-0.74806, -1.65504, -2.66674], [-1.49395, -1.53800, -0.65999], [1.93091, 1.04654, -4.08062], [-1.36176, 1.53158, -0.05787], [1.61027, 1.59688, 0.17521], [1.47988, -0.11172, -2.32475], [-0.76389, -0.97090, 1.39171], [0.96418, -0.87891, 1.14036], [0.27548, 0.38861, 2.20445], [2.29714, 1.82789, -3.59488]], "forces_ev_per_a": [[2.30, -1.72, 0.76], [-2.96, -0.96, 0.42], [2.62, 2.22, -2.26], [-0.45, 0.31, 0.12], [-0.03, -0.38, -0.84], [-0.96, -0.64, 0.81], [-0.42, -0.05, 2.17], [0.67, 0.27, -0.53], [0.37, 0.63, -0.06], [-0.02, -0.10, 0.02], [0.31, 1.37, -0.27], [-0.49, 0.16, 0.99], [-0.55, -0.43, -0.73], [-0.39, -0.69, -0.58]], "total_energy_ha": -1777.47385, "multiplicity": 1, "relative_energy_kcal_mol": 115.9}


No. 6
{"formula": "C3H4Cl3NS", "method": "ωB97M-V/def2-TZVPD", "elements": ["C", "C", "C", "N", "S", "Cl", "Cl", "Cl", "H", "H", "H", "H"], "positions_angstrom": [[0.93135, -0.17321, -0.00798], [-1.85400, 0.53404, 0.38574], [2.31535, -0.17393, -0.21785], [-2.24203, -0.64763, -0.30505], [0.09260, 1.15600, 0.27863], [2.80746, -0.84018, 1.39868], [2.83919, -1.24425, -1.42634], [3.20187, 1.43416, -0.47085], [-2.22692, 0.55366, 1.37264], [-1.59725, -0.63035, -1.02227], [-2.19641, 1.51043, -0.12668], [-2.07120, -1.47875, 0.14134]], "forces_ev_per_a": [[-2.51, -0.23, -0.17], [0.16, 2.10, -1.51], [1.97, 0.78, 1.24], [-0.48, 3.30, 0.07], [-1.39, -0.52, 0.57], [0.24, 0.25, 0.09], [0.45, -0.88, -1.40], [-0.25, -0.33, 0.10], [0.16, 0.10, 1.34], [1.17, -0.62, -2.82], [0.04, -1.76, 0.56], [0.44, -2.18, 1.93]], "total_energy_ha": -1950.10442, "multiplicity": 1, "relative_energy_kcal_mol": 57.2}


No. 7
{"formula": "C3H4ClF2N", "method": "ωB97M-V/def2-TZVPD", "elements": ["C", "C", "C", "N", "F", "F", "Cl", "H", "H", "H", "H"], "positions_angstrom": [[0.77749, 0.46957, 0.70907], [-0.74053, -0.56282, -0.39646], [0.96811, -0.87664, -0.17977], [-0.43538, 0.77798, -0.01888], [1.81955, -0.81562, -1.18066], [1.17482, -2.04809, 0.43434], [-1.76860, 1.55665, 0.89249], [0.66944, 0.13106, 1.77664], [1.57456, 1.18793, 0.33269], [-1.34739, -0.60656, -1.28966], [-1.18713, -1.15750, 0.42144]], "forces_ev_per_a": [[2.32, -1.08, -1.08], [1.77, -1.48, 0.20], [-4.34, 1.65, 0.85], [-1.02, 0.99, 0.51], [0.23, 0.42, -0.68], [0.10, 0.04, 0.46], [1.01, -0.52, -0.35], [0.32, 0.92, -0.84], [-0.69, -0.61, 1.66], [0.22, -0.41, -0.44], [0.08, 0.09, -0.29]], "smiles": "FC1(F)CN(Cl)C1", "total_energy_ha": -831.29374, "multiplicity": 1, "relative_energy_kcal_mol": 5.0}


No. 8
{"formula": "C3H4ClFN2S", "method": "ωB97M-V/def2-TZVPD", "elements": ["C", "C", "C", "H", "H", "H", "H", "N", "N", "F", "S", "Cl"], "positions_angstrom": [[-1.03216, -0.33378, -0.95871], [-0.18721, 0.67879, -0.20896], [0.43301, 0.10467, 1.05775], [-1.89614, -2.10979, -0.91637], [-1.44444, -1.58041, 0.62007], [-1.04104, 0.77036, -2.51460], [0.93689, 0.84991, 1.61581], [-1.30667, -1.54749, -0.36063], [-1.28048, -0.17674, -2.20536], [-0.55187, -0.37870, 1.89553], [0.19563, 2.16133, -0.58272], [1.65351, -1.16068, 0.71061]], "forces_ev_per_a": [[0.34, 0.17, -1.35], [-0.16, -2.06, 1.21], [-0.01, -0.37, 0.03], [-0.61, -0.64, -0.53], [-0.11, -0.09, 0.57], [0.22, -0.35, 0.14], [0.55, 0.75, 0.34], [0.60, 1.14, -0.24], [-0.42, 0.32, 0.50], [0.08, -0.17, -0.02], [-0.07, 1.03, -0.68], [-0.40, 0.27, 0.03]], "smiles": "[H]/N=C(/N)C(=S)[C@@H](F)Cl", "total_energy_ha": -1184.44402, "multiplicity": 1, "relative_energy_kcal_mol": 8.8}


No. 9
{"formula": "C3H4ClFO", "method": "ωB97M-V/def2-TZVPD", "elements": ["C", "C", "C", "O", "F", "Cl", "H", "H", "H", "H"], "positions_angstrom": [[0.98776, -1.34658, -2.05453], [0.21227, 0.09251, -0.63721], [-0.55299, -0.76747, 0.25432], [1.50555, -2.28799, -1.58960], [-1.89858, -0.78877, -0.03506], [0.81516, -0.83009, -3.69580], [1.18295, 0.28775, -0.34295], [-0.31252, 1.00934, -1.21730], [-0.33865, -1.87283, 0.09010], [-0.52054, -0.47065, 1.43827]], "forces_ev_per_a": [[-1.42, 2.69, 2.90], [-0.94, -0.30, -4.74], [-0.86, -1.72, 2.98], [-0.09, -0.08, -0.68], [-1.01, 0.73, -0.45], [0.18, -0.26, -0.41], [1.78, 0.69, 0.87], [1.14, -2.47, 1.52], [0.83, 1.39, 0.81], [0.40, -0.67, -2.81]], "total_energy_ha": -751.90654, "multiplicity": 1, "relative_energy_kcal_mol": 53.0}


No. 10
{"formula": "C3H4ClFO", "method": "ωB97M-V/def2-TZVPD", "elements": ["C", "C", "C", "O", "F", "Cl", "H", "H", "H", "H"], "positions_angstrom": [[-1.07503, 0.72929, 0.02176], [-0.17374, -0.39689, -0.30853], [1.24579, -0.26455, 0.12111], [-0.66208, 0.36679, -1.29451], [-0.74933, -1.82346, 0.12955], [-2.77205, 0.58835, 0.48022], [-0.73497, 1.72914, 0.32934], [1.82729, -0.39891, -0.75829], [1.61320, -1.18057, 0.73452], [1.48090, 0.65080, 0.54484]], "forces_ev_per_a": [[-0.52, 0.31, 0.07], [-1.39, -1.19, 4.64], [0.73, -4.70, -0.49], [-0.74, -0.71, -1.21], [1.28, 3.60, -2.01], [0.53, -0.32, -0.37], [0.19, -0.72, -0.08], [0.80, 0.22, -0.99], [-1.04, 1.84, -0.54], [0.16, 1.65, 0.98]], "smiles": "C[C@]1(F)O[C@H]1Cl", "total_energy_ha": -751.92721, "multiplicity": 1, "relative_energy_kcal_mol": 40.0}